Entry 1:
Molecular formula: C42H93F16N17O35S16
Method: DFT, ωB97M-V/def2-TZVPD

```
219
C42H93F16N17O35S16 (ωB97M-V/def2-TZVPD)
C -2.40270 1.91212 1.30652
C -2.34292 2.72773 0.01836
N -2.29849 4.28528 0.28554
C -2.87664 4.60220 1.63540
C -0.85918 4.79890 0.43035
C 0.01185 4.74917 -0.89228
C -3.10791 5.03881 -0.78381
C -3.01700 6.54719 -0.70251
O -3.82267 7.03151 0.39701
C -3.60328 8.38204 0.80914
H -1.58781 2.12865 1.98559
H -2.47362 0.87383 0.94374
H -3.34710 2.04537 1.82647
H -3.26254 2.59329 -0.57340
H -1.46660 2.54428 -0.63328
H -2.50080 4.00479 2.45116
H -3.99111 4.50017 1.66814
H -2.76356 5.66751 1.93447
H -0.42669 4.18933 1.19964
H -0.97282 5.80191 0.92691
H 1.06749 4.94372 -0.68518
H -0.51547 5.48965 -1.50318
H -0.13911 3.80141 -1.44960
H -4.10894 4.65472 -0.69484
H -2.69557 4.68327 -1.73863
H -3.38516 6.92387 -1.68508
H -1.97235 6.81169 -0.70283
H -4.49430 8.65244 1.38120
H -3.58475 9.10428 -0.04364
H -2.65505 8.37142 1.37172
C 0.33862 -7.12104 4.76472
C 1.22248 -5.99086 5.36560
N 2.61213 -5.90219 4.76358
C 3.32350 -4.77893 5.50372
C 3.34204 -7.21039 4.98535
C 3.66603 -7.43806 6.47302
C 2.53303 -5.57834 3.23197
C 3.81947 -5.22358 2.48282
O 4.72557 -4.36410 3.16183
C 4.51515 -3.02044 2.86069
H -0.58938 -7.09195 5.33991
H 0.77996 -8.12019 4.98893
H 0.02959 -6.99631 3.71778
H 1.39509 -6.12785 6.44094
H 0.80160 -5.00434 5.30899
H 4.38659 -4.92206 5.41862
H 3.06562 -4.88112 6.54771
H 3.12276 -3.76622 5.09883
H 4.28700 -7.20207 4.45904
H 2.73831 -7.95445 4.44389
H 4.41829 -8.25605 6.58927
H 2.80820 -7.66989 7.13227
H 4.18922 -6.61017 6.91026
H 1.81339 -4.76804 3.23361
H 2.09331 -6.50366 2.79007
H 3.55419 -4.95807 1.43618
H 4.36506 -6.15280 2.45868
H 3.48383 -2.68917 3.06463
H 4.90423 -2.88007 1.85974
H 5.07271 -2.43701 3.56872
C -0.04097 1.29044 -2.77982
C 1.18132 0.84042 -2.02027
N 1.01940 -0.44903 -1.21004
C 0.49448 -1.59390 -2.04990
C 2.45075 -0.85430 -0.79347
C 2.46360 -2.11311 0.08399
C 0.15109 -0.26344 0.02629
C 0.68751 0.54496 1.14396
O 0.72190 1.89941 0.75704
C 1.25481 2.66237 1.81196
H 0.22675 2.10412 -3.44161
H -0.81786 1.67844 -2.13759
H -0.57360 0.53363 -3.36200
H 1.51906 1.61024 -1.31100
H 2.08388 0.67543 -2.60970
H 0.54810 -2.58794 -1.60586
H 1.01328 -1.67060 -3.03759
H -0.53811 -1.42427 -2.31007
H 2.80791 -0.06131 -0.18526
H 3.05634 -0.99239 -1.69181
H 2.22304 -1.82153 1.13030
H 3.46424 -2.52076 0.23272
H 1.77180 -2.85287 -0.21402
H -0.07569 -1.30738 0.27131
H -0.83217 0.16140 -0.32214
H 1.66420 0.07204 1.34716
H 0.06741 0.49665 2.03342
H 2.21965 2.35378 2.21224
H 0.50587 2.80256 2.57652
H 1.49417 3.64903 1.40406
C -2.38049 -3.23053 -1.22158
C -3.16404 -3.15623 0.06239
N -4.58412 -2.85977 -0.08042
C -5.50116 -2.84214 0.97639
C -6.74463 -2.70863 0.42947
N -6.54620 -2.50954 -0.96466
C -5.23972 -2.65695 -1.22308
C -7.64167 -2.44992 -1.91441
H -2.61470 -4.09639 -1.80988
H -1.32833 -3.35588 -0.93406
H -2.38985 -2.32821 -1.83909
H -2.82934 -2.49831 0.88813
H -3.06327 -4.10131 0.61029
H -5.26162 -3.02774 2.00554
H -7.72982 -2.67122 0.91421
H -4.81053 -2.53208 -2.24537
H -7.24125 -2.46657 -2.91615
H -8.19519 -1.50935 -1.84255
H -8.25924 -3.30247 -1.63826
C 1.69356 0.08139 4.78852
C 1.04214 1.48583 4.84272
N 0.81786 1.90728 6.21548
C 1.79545 2.26608 7.07134
C 1.18495 2.59626 8.27667
N -0.16677 2.29067 8.06380
C -0.37407 1.94309 6.79078
C -1.12791 2.69863 9.02609
H 2.71264 0.21156 5.18205
H 1.60535 -0.37944 3.81396
H 1.01738 -0.60216 5.37242
H 0.09687 1.40143 4.30069
H 1.78913 2.18366 4.41529
H 2.86341 2.29491 6.82419
H 1.48012 3.08173 9.19723
H -1.27502 1.58470 6.28939
H -1.21081 3.80681 9.05558
H -0.68472 2.39062 9.96784
H -2.11318 2.33827 8.78742
C -1.73802 1.16493 -7.71293
C -1.42993 1.35904 -6.25676
N -0.14166 0.82908 -5.89862
C 1.08197 1.45343 -5.99423
C 2.10790 0.54541 -5.74402
N 1.43290 -0.64623 -5.47408
C 0.16238 -0.47916 -5.66079
C 2.08239 -1.96010 -5.42605
H -2.69881 1.62733 -7.85568
H -1.79502 0.15722 -8.14005
H -1.13884 1.71709 -8.43822
H -2.16573 0.79905 -5.66650
H -1.43558 2.37520 -5.87437
H 1.10788 2.53370 -6.19986
H 3.18532 0.49663 -5.76936
H -0.48760 -1.35895 -5.47384
H 2.46954 -2.02876 -4.41726
H 2.90543 -2.12234 -6.11636
H 1.40806 -2.77118 -5.52582
N 5.40640 -0.27912 -5.64563
S 6.56054 -0.40201 -6.63234
O 7.54908 -1.28463 -6.12813
O 6.99914 0.73379 -7.41838
F 5.69821 -1.31805 -7.84567
S 5.46871 -0.31043 -4.05881
O 4.11678 0.07195 -3.66517
O 6.62312 0.24691 -3.34066
F 5.62336 -1.83957 -3.80867
N -1.00482 -1.63525 4.49077
S -2.35148 -1.14507 5.03839
O -2.43694 0.27445 4.95889
O -2.69751 -1.78735 6.27076
F -3.26304 -1.75111 4.00210
S -0.27535 -2.61396 3.62460
O -0.66308 -4.01679 4.10142
O 1.17100 -2.45226 3.42100
F -0.98141 -2.63537 2.19402
N -2.72922 -2.46201 -5.56505
S -1.74787 -3.57636 -5.21063
O -2.39151 -4.85487 -5.24052
O -0.96799 -3.12952 -4.05655
F -0.87236 -3.51099 -6.34728
S -4.24750 -2.23752 -5.23148
O -4.68535 -2.94834 -4.02419
O -5.14794 -2.20826 -6.35532
F -4.11775 -0.72034 -4.76334
N -5.63619 2.43034 -2.28506
S -4.75787 2.75422 -3.62464
O -5.47696 2.58972 -4.80487
O -3.40495 2.51420 -3.49094
F -4.76861 4.38317 -3.51282
S -5.70930 1.03286 -1.61489
O -4.40778 0.20690 -1.39052
O -6.94001 0.27298 -2.02862
F -6.10937 1.59675 -0.14208
N 2.65138 -5.17055 -4.42205
S 2.09972 -6.15825 -5.37337
O 2.55456 -6.01949 -6.69688
O 0.82646 -6.65368 -5.12092
F 3.05761 -7.36919 -4.76760
S 2.77885 -4.90391 -2.99554
O 1.76458 -5.68709 -2.27659
O 3.07908 -3.52999 -2.49714
F 4.15101 -5.64073 -2.62952
N 4.12042 2.39184 1.28684
S 4.64778 3.64842 0.42327
O 5.95950 3.95992 0.89200
O 3.66281 4.62089 0.21164
F 4.75111 3.01363 -1.01625
S 4.71981 1.19515 2.00902
O 3.94553 -0.07612 1.75258
O 5.14190 1.45937 3.42645
F 6.02337 0.91723 1.23605
N 0.46709 5.51207 5.01991
S 1.61722 5.64390 4.02106
O 1.38110 6.51581 2.94909
O 2.18722 4.35111 3.72490
F 2.74060 6.44670 4.94426
S -1.05134 5.47740 4.59973
O -1.78473 4.21118 4.58831
O -1.42803 6.52461 3.70035
F -1.58739 6.12892 6.05222
N -1.01146 5.63780 -6.76531
S -1.47649 5.30039 -5.25281
O -1.86434 6.34717 -4.41542
O -0.83466 4.14020 -4.75524
F -3.04010 4.76599 -5.68440
S 0.34976 5.42359 -7.46384
O 1.54937 5.23994 -6.61216
O 0.41357 6.28041 -8.65646
F 0.04417 3.99355 -8.03273
```

The net charge is -2. The calculation puts the HOMO energy at -6.132 eV. The value obtained for the HOMO-LUMO gap is 7.9 eV.

---

Entry 2:
Molecular formula: C6H7N
Method: DFT, ωB97M-V/def2-TZVPD

```
14
C6H7N (ωB97M-V/def2-TZVPD)
C -2.56485 0.82855 0.24968
C -1.28538 0.73466 -0.47178
C -0.57950 -0.35029 0.34869
C -1.75548 -0.70638 -0.52602
C 1.83711 0.33209 0.10612
C 0.79863 -0.77401 -0.09769
N -3.07225 -0.30259 0.28747
H -0.81547 1.43762 -1.12910
H -0.70833 -0.30745 1.42863
H 1.71189 1.12309 -0.63003
H 2.84243 -0.06895 0.00125
H 1.74430 0.76748 1.10078
H 1.07963 -1.65490 0.48480
H 0.76726 -1.05891 -1.15278
```

The calculation puts the HOMO energy (alpha / beta) at -9.314 / -9.310 eV. The value obtained for the HOMO-LUMO gap (alpha / beta) is 8.3 / 8.3 eV.

---

Entry 3:
Molecular formula: C3H2N2O3
Method: DFT, ωB97M-V/def2-TZVPD

```
10
C3H2N2O3 (ωB97M-V/def2-TZVPD)
O 2.45227 0.15551 0.34633
C 1.29747 -0.01544 0.37055
C 0.65582 -1.46304 0.20565
N -0.48527 -1.67824 -0.43615
O -1.29062 -0.51075 -0.62642
C -0.82353 0.63862 -0.05709
O -1.69273 1.63228 0.08124
N 0.33647 1.11078 0.22698
H 1.12390 -2.56049 0.32333
H -2.61214 1.35554 -0.38295
```

The SMILES is O=c1cnoc(O)n1. The calculation puts the HOMO energy at -10.397 eV. The value obtained for the HOMO-LUMO gap is 10.2 eV.

---

Entry 4:
Molecular formula: C6H8N2
Method: DFT, ωB97M-V/def2-TZVPD

```
16
C6H8N2 (ωB97M-V/def2-TZVPD)
C -3.00913 -0.41473 -0.37963
C -1.88866 -0.25928 0.18343
C -0.61480 -0.05260 0.83555
N -0.22333 1.41589 0.23895
C 1.18026 1.13382 -0.54540
C 1.73802 0.03821 0.20455
N 1.76161 -1.49866 -0.09426
C 0.50744 -0.75162 -0.03148
H -3.79409 -0.79855 -1.20328
H -0.41485 -0.20068 1.93242
H -0.79363 1.64218 -0.52777
H 1.08993 1.05405 -1.56010
H 1.60290 2.16816 -0.44912
H 1.90597 0.43365 1.26743
H 2.07410 -1.59194 -1.17440
H 0.08287 -0.29027 -0.90013
```

The SMILES is C#C[C@@H]1NC[C@@H]2N[C@@H]12. The calculation puts the HOMO energy at -9.131 eV. The value obtained for the HOMO-LUMO gap is 10.0 eV.

---

Entry 5:
Molecular formula: C6H5N
Method: DFT, ωB97M-V/def2-TZVPD

```
12
C6H5N (ωB97M-V/def2-TZVPD)
C -1.85325 2.05613 0.76308
C -1.41891 1.23093 0.00332
C -0.91454 0.24539 -0.92443
N 0.36728 0.48745 -1.65249
C 0.33136 -0.42089 -0.58560
C 1.03314 -1.04863 0.28980
C 1.70693 -1.89462 1.01144
H -2.23846 2.79152 1.43361
H -1.65659 -0.27553 -1.52186
H 0.81004 1.35633 -1.36096
H 1.79698 -2.87669 0.55895
H 2.14747 -1.63963 1.97224
```

The SMILES is C#C[C@H]1NC1=C=C. The calculation puts the HOMO energy at -8.942 eV. The value obtained for the HOMO-LUMO gap is 9.9 eV.

---

The following energy above the lowest of the compared OMol25 structures with the same formula, charge and spin values (in eV) correspond, in order, to the records above: 0.000, 6.411, 4.275, 8.516, 4.025.